[1]
Computed, not measured: a structure of composition C2H3FO2PRh in a non-equilibrium geometry, with ωB97M-V with the def2-TZVPD basis set.

CARTESIAN COORDINATES (ANGSTROEM)
P -2.502 0.715 -1.877
F -0.908 1.239 -2.914
O -0.594 -1.124 -0.069
C 0.134 -0.777 1.039
H 0.760 -1.605 1.440
H -0.489 -0.442 1.899
C 1.082 0.349 0.765
O 1.038 0.949 -0.305
Rh -0.205 -0.057 -1.575
H 1.685 0.754 1.597

Summary:
E_HOMO (alpha / beta) in eV: -12.917 / -15.231
Multiplicity: 6
HOMO-LUMO gap (alpha / beta) in eV: 7.4 / 8.0
Total charge: +1
Largest force on an atom in eV/A: 2.0
LUMO energy (alpha / beta) in eV: -5.5 / -7.2

[2]
Computed, not measured: a cluster of 5 separate species, H10O5 in total, with ωB97M-V with the def2-TZVPD basis set.

CARTESIAN COORDINATES (ANGSTROEM)
O -9.772 -23.768 -15.841
H -9.532 -22.850 -15.620
H -9.680 -23.827 -16.799
O -7.619 -19.889 -12.118
H -7.414 -19.157 -12.725
H -7.794 -19.464 -11.272
O -11.532 -22.533 -13.975
H -10.981 -23.092 -13.415
H -11.251 -22.756 -14.880
O -7.765 -17.854 -14.251
H -8.171 -17.018 -13.995
H -8.368 -18.232 -14.904
O -9.084 -21.369 -14.271
H -9.894 -21.330 -13.741
H -8.483 -20.733 -13.858

Summary:
E_HOMO in eV: -11.302
Relative energy (zero: lowest compared OMol25 entry of this formula, charge and spin) in kJ/mol: 72.4
Multiplicity: 1
HOMO-LUMO gap in eV: 11.7
Largest force on an atom in eV/A: 0.5
LUMO energy in eV: 0.4

[3]
Computed, not measured: the molecule C2H2O2S in a non-equilibrium geometry, with ωB97M-V with the def2-TZVPD basis set.

CARTESIAN COORDINATES (ANGSTROEM)
O -0.016 1.394 1.300
C 0.019 0.244 1.060
C 0.176 -0.222 -0.321
O -0.823 0.404 -1.104
S 1.374 -1.208 -0.783
H -0.192 -0.630 1.796
H -0.538 0.018 -1.947

Summary:
E_HOMO in eV: -9.778
Relative energy (zero: lowest compared OMol25 entry of this formula, charge and spin) in kJ/mol: 80.1
Multiplicity: 1
HOMO-LUMO gap in eV: 9.0
Largest force on an atom in eV/A: 3.6
LUMO energy in eV: -0.8

[4]
Computed, not measured: the molecule H3IP2S2 in a non-equilibrium geometry, with ωB97M-V with the def2-TZVPD basis set.

CARTESIAN COORDINATES (ANGSTROEM)
S 0.727 2.083 0.735
P 0.100 0.231 0.456
S 1.507 -1.157 1.147
P -0.250 -0.629 -1.631
I -2.589 -1.217 -1.592
H -1.302 0.167 0.834
H 2.063 -0.367 2.022
H -0.257 0.889 -1.971

Summary:
E_HOMO in eV: -8.868
Relative energy (zero: lowest compared OMol25 entry of this formula, charge and spin) in kJ/mol: 69.6
Multiplicity: 1
HOMO-LUMO gap in eV: 8.2
Largest force on an atom in eV/A: 2.5
LUMO energy in eV: -0.6

[5]
Computed, not measured: a structure of composition C3H8N2O2 in a non-equilibrium geometry, with ωB97M-V with the def2-TZVPD basis set.

CARTESIAN COORDINATES (ANGSTROEM)
C 0.710 -0.275 0.127
C 0.714 -0.040 -1.356
N -0.462 0.761 0.908
N -1.696 1.104 0.329
C -0.333 -1.130 0.758
O 1.908 -0.315 0.754
O -1.237 -1.621 0.050
H 2.503 0.353 0.385
H -0.497 0.821 1.919
H -2.211 0.249 0.086
H -1.524 1.608 -0.536
H -0.023 -1.531 1.740
H 1.178 0.921 -1.585
H 1.270 -0.846 -1.834
H -0.300 -0.057 -1.744

Summary:
E_HOMO in eV: -8.606
Relative energy (zero: lowest compared OMol25 entry of this formula, charge and spin) in kJ/mol: 353.1
Multiplicity: 1
HOMO-LUMO gap in eV: 9.2
Largest force on an atom in eV/A: 3.0
LUMO energy in eV: 0.6

[6]
Computed, not measured: a cluster of 2 separate species, C4H10NO in total in a non-equilibrium geometry, with ωB97M-V with the def2-TZVPD basis set.

CARTESIAN COORDINATES (ANGSTROEM)
C 1.724 0.118 -0.232
C -1.859 -1.155 -0.098
C 3.026 -0.363 0.198
C -2.902 0.916 -0.141
N 0.604 -0.316 0.125
O -2.541 -0.274 0.535
H 1.638 1.015 -0.807
H -1.545 -1.140 -1.102
H 3.414 -0.726 -0.639
H 2.877 -1.070 0.977
H 3.595 0.447 0.633
H -3.632 0.562 -0.835
H -2.118 1.399 -0.674
H -3.146 1.677 0.494
H -1.649 -1.999 0.467
H 0.581 -1.175 0.827

Summary:
E_HOMO in eV: -14.211
Relative energy (zero: lowest compared OMol25 entry of this formula, charge and spin) in kJ/mol: 362.0
Multiplicity: 1
HOMO-LUMO gap in eV: 8.5
Total charge: +1
Largest force on an atom in eV/A: 4.6
LUMO energy in eV: -5.8

[7]
Computed, not measured: the molecule C2H10N4, with ωB97M-V with the def2-TZVPD basis set.

CARTESIAN COORDINATES (ANGSTROEM)
C 0.339 1.167 -1.195
C 0.150 0.018 -0.205
N 0.391 -1.240 -0.902
N 1.095 0.151 0.899
N -1.238 0.050 0.292
N -1.453 -0.479 1.590
H -0.455 1.147 -1.937
H 1.296 1.053 -1.700
H 0.315 2.120 -0.672
H -0.148 -1.269 -1.760
H 0.073 -2.016 -0.328
H 1.917 0.660 0.605
H 1.399 -0.765 1.211
H -1.584 1.009 0.313
H -0.761 -0.116 2.252
H -1.336 -1.491 1.536

Summary:
E_HOMO in eV: -9.012
Relative energy (zero: lowest compared OMol25 entry of this formula, charge and spin) in kJ/mol: 87.0
Multiplicity: 1
HOMO-LUMO gap in eV: 10.0
Largest force on an atom in eV/A: 0.7
LUMO energy in eV: 1.0

[8]
Computed, not measured: a cluster of 2 separate species, CHF2OS2 in total in a non-equilibrium geometry, with ωB97M-V with the def2-TZVPD basis set.

CARTESIAN COORDINATES (ANGSTROEM)
C 0.494 -0.509 0.211
O -2.301 0.226 -0.314
F 0.573 -1.509 1.180
F 1.032 -1.048 -0.870
S 1.430 2.425 -0.426
S 0.920 1.074 0.842
H -2.147 -0.659 -0.623

Summary:
E_HOMO (alpha / beta) in eV: -3.889 / -2.825
Relative energy (zero: lowest compared OMol25 entry of this formula, charge and spin) in kJ/mol: 337.5
Multiplicity: 1
HOMO-LUMO gap (alpha / beta) in eV: 6.9 / 5.5
Total charge: -1
Largest force on an atom in eV/A: 2.1
LUMO energy (alpha / beta) in eV: 3.0 / 2.7